(1)
The ion C12H22BrFIO6 with charge -1 in a non-equilibrium geometry. Source: OMol25; level of theory: the ωB97M-V functional and the def2-TZVPD basis.

Element x y z (Å)
1 C 3.72 -1.56 2.04
2 O 2.68 -0.65 1.77
3 C 1.67 -1.02 0.86
4 C 1.94 -0.46 -0.52
5 C 3.25 -0.89 -1.13
6 F 4.32 -0.05 -0.81
7 C 0.33 -0.54 1.42
8 C 0.37 0.91 1.87
9 C -0.98 1.45 2.24
10 O -2.04 0.81 2.26
11 Br -0.99 3.35 2.71
12 O -0.66 -0.68 0.43
13 C -1.39 -1.89 0.51
14 C -2.06 -2.20 -0.85
15 O -2.09 -1.14 -1.76
16 C -3.04 -0.16 -1.40
17 O -3.07 0.84 -2.34
18 C -2.49 2.06 -1.95
19 C -0.99 2.09 -2.06
20 O -0.56 1.41 -3.24
21 H 3.61 -2.48 1.47
22 H 3.71 -1.80 3.10
23 H 4.68 -1.12 1.78
24 H 1.61 -2.11 0.80
25 H 1.94 0.62 -0.47
26 H 1.14 -0.75 -1.19
27 H 3.19 -0.91 -2.21
28 H 3.54 -1.89 -0.79
29 H 0.08 -1.17 2.28
30 H 1.01 1.04 2.73
31 H 0.76 1.54 1.08
32 H -2.13 -1.80 1.30
33 H -0.72 -2.71 0.75
34 H -1.53 -3.00 -1.34
35 H -3.07 -2.55 -0.65
36 H -2.82 0.22 -0.40
37 H -4.03 -0.63 -1.39
38 H -2.92 2.82 -2.60
39 H -2.78 2.30 -0.93
40 H -0.69 3.14 -2.12
41 H -0.53 1.65 -1.18
42 H 0.29 1.76 -3.48
43 I -2.26 6.16 3.44

Results
Multiplicity: 1
Charge: -1
E_LUMO in eV: 2.247
HOMO in eV: -3.50

***

(2)
A structure of composition C37H34N5O2SSiTc. Source: OMol25; level of theory: the ωB97M-V functional and the def2-TZVPD basis.

Element x y z (Å)
1 Tc -0.36 -0.42 0.60
2 C -0.91 -4.13 2.91
3 C -0.43 -3.19 1.98
4 N -0.82 -1.94 1.99
5 C -1.75 -1.51 2.91
6 C -2.29 -2.40 3.85
7 C -1.83 -3.74 3.83
8 C -3.26 -1.92 4.76
9 C -3.66 -0.62 4.69
10 C -3.10 0.28 3.74
11 C -2.12 -0.14 2.87
12 N -1.49 0.60 1.86
13 C -1.73 1.95 1.57
14 C -2.15 2.95 2.40
15 C -2.39 4.25 1.90
16 C -2.24 4.55 0.58
17 C -1.76 3.55 -0.30
18 C -1.58 3.74 -1.69
19 C -1.10 2.72 -2.46
20 C -0.72 1.51 -1.84
21 N -0.86 1.32 -0.55
22 C -1.44 2.29 0.22
23 H -0.54 -5.15 2.87
24 H 0.30 -3.46 1.23
25 H -2.23 -4.44 4.56
26 H -3.69 -2.60 5.49
27 H -4.42 -0.25 5.36
28 H -3.49 1.28 3.71
29 H -2.28 2.78 3.46
30 H -2.71 5.02 2.59
31 H -2.46 5.54 0.20
32 H -1.84 4.69 -2.14
33 H -0.96 2.82 -3.53
34 H -0.26 0.71 -2.41
35 C 3.10 3.51 -5.64
36 C 3.00 2.58 -4.47
37 C 3.57 1.31 -4.50
38 C 3.47 0.45 -3.42
39 C 2.78 0.85 -2.28
40 C 2.24 2.13 -2.22
41 C 2.34 2.98 -3.30
42 S 2.71 -0.18 -0.84
43 O 2.73 0.74 0.26
44 O 3.76 -1.15 -0.96
45 N 1.25 -0.91 -0.78
46 C 0.93 -1.79 -1.82
47 C 1.74 -2.31 -2.80
48 C 1.22 -3.19 -3.78
49 C -0.08 -3.59 -3.79
50 C -0.94 -3.11 -2.77
51 C -2.29 -3.50 -2.63
52 C -3.04 -3.02 -1.60
53 C -2.44 -2.14 -0.67
54 N -1.19 -1.75 -0.79
55 C -0.42 -2.22 -1.81
56 H 3.89 3.20 -6.32
57 H 3.31 4.53 -5.32
58 H 2.16 3.53 -6.20
59 H 4.12 1.00 -5.38
60 H 3.98 -0.50 -3.44
61 H 1.77 2.46 -1.30
62 H 1.93 3.98 -3.23
63 H 2.79 -2.09 -2.81
64 H 1.90 -3.56 -4.53
65 H -0.46 -4.27 -4.53
66 H -2.72 -4.18 -3.36
67 H -4.07 -3.30 -1.46
68 H -3.00 -1.75 0.17
69 C 2.79 -1.36 2.36
70 Si 1.37 -0.16 2.53
71 C 1.61 1.69 2.70
72 C 0.69 -0.65 4.22
73 H 3.38 -1.28 3.29
74 H 3.46 -1.23 1.52
75 H 2.39 -2.37 2.35
76 H 2.39 1.85 3.45
77 H 0.69 2.12 3.09
78 H 1.90 2.21 1.79
79 H 1.51 -0.38 4.89
80 H 0.53 -1.72 4.34
81 H -0.19 -0.11 4.56

Results
Multiplicity: 2
Charge: +1
E_LUMO (spin up / spin down) in eV: -3.798 / -3.613
HOMO (spin up / spin down) in eV: -10.08 / -10.05

***

Q: Which formula does entry 2 have?
A: C37H34N5O2SSiTc